[1]
{
  "formula": "C4H9Br2F3GaNP",
  "method": "ωB97M-V/def2-TZVPD",
  "e_homo_ha": -0.1389,
  "lumo_energy_ev": 2.18,
  "charge": -1,
  "orbital_gap_ev": 5.96,
  "elements": ["Br", "Br", "Ga", "P", "F", "F", "F", "N", "C", "C", "C", "C", "H", "H", "H", "H", "H", "H", "H", "H", "H"],
  "xyz": [[0.546, 2.679, -1.964], [3.117, 2.533, -0.733], [-0.063, -1.502, -1.360], [0.106, -2.577, 0.750], [1.946, 2.368, 1.853], [-0.079, 3.389, 0.688], [1.984, 0.229, 0.623], [-1.371, -2.903, 1.335], [-1.361, 0.121, -1.037], [1.758, 1.687, 0.518], [0.287, 2.128, -0.062], [-0.925, 1.072, 0.218], [-2.390, -0.396, -0.718], [0.813, -3.843, 0.549], [0.761, -1.737, 1.754], [-1.436, -2.385, 2.250], [-1.898, 1.686, 0.528], [-0.658, 0.382, 1.136], [-0.892, -2.533, -2.312], [1.348, -1.073, -1.973], [-1.592, 0.677, -2.041]],
  "nbo_charge": [0.0610, 0.0174, 0.6279, 0.7450, -0.3575, -0.3895, -0.3246, -1.3793, -0.8888, 0.6157, 0.2602, -0.4813, 0.2323, -0.0903, -0.0638, 0.3348, 0.2326, 0.2376, -0.2922, -0.3130, 0.2159]
}

---

[2]
{
  "formula": "C4H9Br2N2",
  "method": "ωB97M-V/def2-TZVPD",
  "e_homo_ha": [-0.4530, -0.4994],
  "lumo_energy_ev": [-5.98, -5.10],
  "charge": 1,
  "e_above_lowest_kj_mol": 377.6,
  "orbital_gap_ev": [6.35, 8.49],
  "elements": ["Br", "Br", "N", "N", "C", "C", "C", "C", "H", "H", "H", "H", "H", "H", "H", "H", "H"],
  "xyz": [[-2.536, -0.576, -2.799], [-2.081, -3.099, -0.707], [0.594, 0.284, 0.504], [-1.615, 0.915, 0.217], [1.599, -0.678, 0.217], [-1.440, -1.732, -1.894], [-0.553, 0.214, -0.049], [1.151, 1.390, 1.301], [-0.370, -1.737, -2.167], [-1.635, 1.569, 0.945], [2.504, -0.173, -0.236], [1.958, -1.227, 1.119], [1.784, 1.076, 2.075], [1.654, 2.184, 0.698], [-2.206, 0.973, -0.527], [0.347, 2.018, 1.668], [0.846, -1.401, -0.364]],
  "nbo_charge": [0.2670, 0.2378, -0.4180, -0.7739, -0.4064, -0.3984, 0.5247, -0.4376, 0.2361, 0.4052, 0.2312, 0.2265, 0.2373, 0.2352, 0.4094, 0.2089, 0.2151]
}

---

The records above yield largest force on an atom values of 4.99; 3.38 eV/Å, respectively.